# 1
Computed, not measured: C21H16BN10PdS as an isolated structure, with ωB97M-V with the def2-TZVPD basis set.

The value obtained for the gap between HOMO and LUMO (spin up / spin down) is 4.706 / 4.707 eV. Its charge is +3. The calculation puts the total energy at -1907.3671 Ha. The value obtained for the HOMO energy (spin up / spin down) is -0.6540 / -0.6540 hartree.

Each line ends with the Löwdin charge.
Atoms and positions in Å:
1 Pd -0.30 0.22 0.25  1.424
2 C 0.74 3.35 2.77  0.027
3 C 1.07 2.35 1.90  -0.066
4 N -0.07 1.71 1.52  -0.089
5 N -1.11 2.33 2.10  -0.005
6 C -0.65 3.31 2.87  0.035
7 B -2.52 1.83 1.77  -0.417
8 N -2.55 0.33 2.10  -0.005
9 C -3.35 -0.41 2.87  0.035
10 C -2.95 -1.74 2.77  0.027
11 C -1.90 -1.74 1.90  -0.066
12 N -1.64 -0.46 1.52  -0.089
13 N -2.63 1.91 0.19  0.037
14 C -3.46 2.51 -0.67  0.026
15 C -3.06 2.22 -1.98  0.027
16 C -1.95 1.41 -1.88  -0.045
17 N -1.71 1.24 -0.57  -0.069
18 H 1.41 4.01 3.29  0.137
19 H 2.04 2.02 1.57  0.122
20 H -1.34 3.92 3.44  0.160
21 H -3.36 2.44 2.34  0.141
22 H -4.14 0.06 3.44  0.160
23 H -3.38 -2.58 3.29  0.137
24 H -1.28 -2.57 1.58  0.122
25 H -4.27 3.10 -0.30  0.162
26 H -3.53 2.56 -2.90  0.136
27 H -1.32 0.96 -2.64  0.137
28 S 5.26 -3.83 -2.14  1.176
29 N 5.17 -2.24 -1.90  -0.172
30 C 3.92 -1.97 -1.59  -0.297
31 C 3.37 -0.65 -1.36  -0.040
32 C 4.05 0.56 -1.56  0.095
33 C 3.37 1.75 -1.45  0.027
34 C 2.03 1.74 -1.07  -0.076
35 N 1.40 0.60 -0.79  -0.026
36 C 2.03 -0.59 -0.99  -0.134
37 C 1.19 -1.75 -0.99  -0.134
38 N -0.14 -1.51 -0.79  -0.026
39 C -1.03 -2.46 -1.07  -0.076
40 C -0.62 -3.74 -1.46  0.027
41 C 0.72 -4.03 -1.56  0.095
42 C 1.66 -3.01 -1.36  -0.040
43 C 3.09 -3.11 -1.59  -0.297
44 N 3.73 -4.23 -1.90  -0.172
45 H 5.10 0.54 -1.84  0.152
46 H 3.85 2.69 -1.67  0.142
47 H 1.46 2.66 -0.96  0.138
48 H -2.08 -2.21 -0.96  0.138
49 H -1.37 -4.49 -1.67  0.142
50 H 1.06 -5.02 -1.84  0.152



# 2
Computed, not measured: a 3-piece molecular cluster, C23H46BrF5N4O6PS overall, with ωB97M-V with the def2-TZVPD basis set.

The value obtained for the gap between HOMO and LUMO is 7.247 eV. Its charge is +1. The calculation puts the total energy at -5387.0722 Ha. The value obtained for the HOMO energy is -0.4527 hartree. For the energy relative to the best compared isomer or geometry (same formula, charge and spin), the calculation gives 0.000 eV.

Each line ends with the Löwdin charge.
Atoms and positions in Å:
1 N -2.67 -2.67 -4.36  0.131
2 C -2.80 -1.29 -4.69  -0.497
3 O -2.27 -0.82 -5.65  0.137
4 C -3.62 -0.41 -3.76  -0.103
5 C -2.92 -0.19 -2.41  -0.185
6 N -3.88 -0.32 -1.27  -0.281
7 C -3.24 -0.34 -0.06  -0.477
8 N -2.52 0.80 0.35  0.165
9 N -3.30 -1.42 0.69  -0.032
10 C -2.62 -1.53 2.02  -0.118
11 C -3.54 -1.20 3.22  -0.144
12 C -3.26 0.16 3.89  -0.149
13 C -2.32 0.07 5.10  -0.158
14 O -0.99 0.33 4.64  -0.024
15 C -0.23 -0.74 4.36  -0.365
16 O 0.63 -0.73 3.55  0.102
17 S -4.25 -2.84 0.26  0.784
18 O -4.36 -3.57 1.46  -0.197
19 O -5.35 -2.45 -0.52  -0.220
20 C -3.02 -3.75 -0.84  -0.446
21 F -3.72 -4.15 -1.88  0.161
22 F -2.07 -2.90 -1.23  0.124
23 C -2.35 -4.98 -0.16  -0.580
24 F -3.23 -5.93 0.06  0.217
25 F -1.40 -5.42 -0.98  0.210
26 F -1.77 -4.62 0.99  0.178
27 P -5.20 0.89 -1.40  0.684
28 O -4.44 2.29 -1.32  -0.324
29 Br -5.94 0.68 0.73  0.416
30 H -1.98 -2.85 -3.64  0.071
31 H -3.56 -3.09 -4.09  0.081
32 H -3.79 0.54 -4.26  0.125
33 H -4.59 -0.88 -3.59  0.115
34 H -2.47 0.81 -2.42  0.118
35 H -2.11 -0.90 -2.26  0.095
36 H -2.90 1.18 1.21  0.093
37 H -1.53 0.59 0.51  0.136
38 H -2.28 -2.56 2.09  0.113
39 H -1.73 -0.91 2.00  0.115
40 H -4.59 -1.23 2.89  0.093
41 H -3.44 -2.01 3.94  0.126
42 H -2.77 0.85 3.20  0.100
43 H -4.20 0.62 4.20  0.123
44 H -2.56 0.82 5.85  0.135
45 H -2.36 -0.91 5.57  0.123
46 H -0.49 -1.63 4.96  0.157
47 H -3.52 2.29 -0.99  0.056
48 C 2.87 3.54 -5.39  -0.110
49 C 3.22 2.15 -4.87  -0.271
50 C 2.77 1.02 -5.79  -0.224
51 C 1.25 0.94 -6.02  -0.217
52 C 0.42 0.79 -4.75  -0.271
53 C 0.71 -0.49 -3.98  -0.105
54 H 1.79 3.68 -5.48  0.063
55 H 3.24 4.32 -4.72  0.070
56 H 3.31 3.71 -6.37  0.078
57 H 2.79 2.01 -3.87  0.094
58 H 4.30 2.08 -4.74  0.106
59 H 3.13 0.07 -5.40  0.102
60 H 3.25 1.14 -6.77  0.113
61 H 1.04 0.10 -6.68  0.115
62 H 0.92 1.83 -6.56  0.106
63 H -0.63 0.80 -5.03  0.079
64 H 0.58 1.65 -4.10  0.099
65 H 0.54 -1.37 -4.61  0.079
66 H 0.07 -0.58 -3.10  0.044
67 H 1.74 -0.54 -3.63  0.071
68 C 2.66 1.94 3.87  -0.113
69 C 3.78 1.01 3.41  -0.269
70 C 4.58 0.41 4.56  -0.227
71 C 5.31 1.42 5.44  -0.229
72 C 6.29 2.33 4.69  -0.270
73 C 7.43 1.57 4.01  -0.111
74 H 3.05 2.80 4.41  0.068
75 H 2.09 2.31 3.02  0.068
76 H 1.97 1.41 4.53  0.055
77 H 4.45 1.54 2.73  0.099
78 H 3.34 0.19 2.83  0.095
79 H 5.30 -0.31 4.16  0.102
80 H 3.90 -0.18 5.20  0.107
81 H 5.86 0.88 6.22  0.110
82 H 4.58 2.05 5.97  0.100
83 H 6.71 3.04 5.40  0.105
84 H 5.75 2.93 3.95  0.097
85 H 7.99 0.99 4.74  0.076
86 H 8.12 2.26 3.52  0.070
87 H 7.05 0.88 3.25  0.064



# 3
Computed, not measured: one molecule with the formula C3H6O2, with ωB97M-V with the def2-TZVPD basis set.

The value obtained for the gap between HOMO and LUMO is 9.708 eV. The calculation puts the total energy at -268.2585 Ha. The value obtained for the HOMO energy is -0.3228 hartree. For the energy relative to the best compared isomer or geometry (same formula, charge and spin), the calculation gives 3.992 eV. The structure (SMILES) is C=C(C)OO.

Each line ends with the Löwdin charge.
Atoms and positions in Å:
1 C -1.06 0.73 -0.23  0.048
2 C 0.05 0.06 0.05  -0.404
3 C 1.41 0.39 -0.52  -0.031
4 O 0.02 -1.10 0.80  -0.069
5 O -1.30 -1.29 1.30  -0.029
6 H -2.00 0.26 0.02  0.057
7 H -1.01 1.71 -0.68  0.064
8 H 2.28 0.35 0.15  0.082
9 H 1.34 1.40 -0.94  0.080
10 H 1.62 -0.27 -1.38  0.087
11 H -1.35 -2.25 1.43  0.115



# 4
Computed, not measured: C39H28N5O13S4V as an isolated structure in a non-equilibrium geometry, with ωB97M-V with the def2-TZVPD basis set.

The value obtained for the gap between HOMO and LUMO is 6.546 eV. The calculation puts the total energy at -5291.2745 Ha. The value obtained for the HOMO energy is -0.3013 hartree.

Each line ends with the Löwdin charge.
Atoms and positions in Å:
1 V 1.38 -0.78 -0.70  1.077
2 O -0.54 0.10 -0.63  -0.084
3 C -1.19 0.32 -1.91  -0.248
4 C -0.31 -0.55 -2.86  -0.403
5 O -0.50 -0.39 -4.23  0.024
6 O 0.98 -0.54 -2.52  -0.134
7 C -1.08 1.81 -2.27  -0.132
8 C -0.01 2.31 -3.00  -0.007
9 C 0.10 3.67 -3.26  -0.059
10 C -0.87 4.55 -2.78  -0.088
11 C -1.93 4.06 -2.04  -0.080
12 C -2.03 2.70 -1.78  -0.039
13 C -2.65 -0.10 -1.85  -0.167
14 C -3.14 -0.81 -0.76  -0.023
15 C -4.47 -1.22 -0.73  -0.061
16 C -5.31 -0.91 -1.78  -0.080
17 C -4.83 -0.19 -2.87  -0.062
18 C -3.50 0.21 -2.90  -0.030
19 H -0.55 0.92 -0.05  0.062
20 H 0.75 1.64 -3.38  0.120
21 H 0.93 4.04 -3.83  0.109
22 H -0.79 5.61 -2.99  0.102
23 H -2.69 4.74 -1.66  0.104
24 H -2.87 2.33 -1.21  0.124
25 H -2.48 -1.07 0.06  0.110
26 H -4.83 -1.79 0.12  0.105
27 H -6.35 -1.23 -1.76  0.102
28 H -5.48 0.06 -3.69  0.106
29 H -3.13 0.78 -3.74  0.130
30 N 0.14 5.75 4.42  0.100
31 C 0.35 4.44 4.56  -0.838
32 S 0.96 3.76 5.93  0.702
33 C 0.02 3.62 3.36  -0.234
34 C 0.34 4.07 2.08  0.001
35 C 0.05 3.25 1.00  -0.100
36 N -0.53 2.06 1.13  0.072
37 C -0.85 1.64 2.36  -0.085
38 C -0.59 2.38 3.49  -0.011
39 H 0.35 6.36 5.20  0.104
40 H -0.35 6.13 3.63  0.108
41 H 0.85 5.01 1.92  0.123
42 H 0.30 3.55 -0.02  0.118
43 H -1.30 0.66 2.43  0.124
44 H -0.84 2.00 4.47  0.110
45 O 3.00 -0.98 -0.89  -0.293
46 O 4.22 -0.65 -0.87  -0.061
47 O 0.65 -2.32 -0.54  -0.228
48 C 0.44 -3.58 -1.10  -0.521
49 C 1.58 -4.52 -0.82  -0.481
50 C 1.89 -5.70 -1.41  -0.142
51 C 2.97 -6.37 -0.77  -0.171
52 C 3.44 -5.68 0.30  -0.402
53 S 2.59 -4.22 0.54  1.091
54 C -0.83 -4.09 -0.45  -0.468
55 C -1.35 -3.69 0.74  -0.104
56 C -2.52 -4.41 1.09  -0.172
57 C -2.86 -5.35 0.16  -0.404
58 S -1.75 -5.36 -1.15  1.072
59 C 0.23 -3.15 -2.57  -0.619
60 C -0.92 -2.25 -2.73  -0.177
61 C -1.59 -2.34 -4.04  -0.064
62 C -1.32 -1.30 -4.79  -0.115
63 S 1.32 -3.39 -3.73  0.932
64 H 1.39 -6.08 -2.29  0.104
65 H 3.38 -7.32 -1.10  0.103
66 H 4.26 -5.95 0.96  0.066
67 H -0.90 -2.91 1.35  0.120
68 H -3.09 -4.25 2.00  0.104
69 H -3.69 -6.03 0.17  0.064
70 H -1.59 -2.24 -1.88  0.112
71 H -2.24 -3.15 -4.34  0.122
72 H -1.64 -1.06 -5.80  0.136
73 O 4.85 2.56 5.45  0.091
74 N 4.63 2.93 4.32  -0.355
75 O 5.05 3.95 3.82  0.087
76 C 3.79 2.07 3.48  -0.124
77 C 3.65 2.36 2.15  0.103
78 C 2.85 1.55 1.36  -0.050
79 C 2.16 0.42 1.88  -0.228
80 O 1.47 -0.42 1.20  -0.085
81 C 2.33 0.22 3.28  -0.042
82 C 3.14 0.99 4.06  0.098
83 N 1.59 -0.87 3.93  -0.332
84 O 0.44 -1.06 3.59  0.094
85 O 2.17 -1.48 4.80  0.110
86 N 2.70 1.95 -0.02  -0.265
87 O 3.28 2.91 -0.42  0.145
88 O 1.89 1.33 -0.74  -0.008
89 H 4.15 3.22 1.72  0.141
90 H 3.26 0.77 5.11  0.143